Record 1
Density functional theory data (wB97M-V/def2-TZVPD) for C27H38N5OSTi as an isolated structure.

Geometry as XYZ:
```
73
Properties=species:S:1:pos:R:3
Ti 0.464 -0.081 0.218
S -0.951 2.756 -0.372
O 1.425 1.517 0.202
N -0.995 5.453 -0.381
N -1.897 -0.772 -1.907
N 0.320 0.033 -1.729
N 1.038 4.421 -0.781
N -1.571 -0.177 0.348
C 1.568 0.495 -3.736
C 3.372 -2.231 -0.754
C -0.675 -0.283 -3.893
C -2.574 5.744 1.475
C 0.475 0.145 -4.528
C 0.274 1.836 0.752
C -2.120 0.118 1.540
C 0.146 -2.267 1.288
C -0.255 4.371 -0.511
C 2.538 -0.874 1.220
C 2.268 -1.786 0.182
C 0.510 -1.501 2.408
C -3.796 -0.490 -0.500
C -0.722 -0.336 -2.499
C 1.444 0.436 -2.368
C 4.460 -1.168 -0.964
C 1.013 -2.420 0.204
C -4.342 -0.171 0.721
C -0.233 -1.627 3.703
C -3.476 0.137 1.770
C 2.256 6.344 0.231
C 2.887 -2.753 -2.107
C -2.400 -0.470 -0.663
C 1.688 -0.752 2.322
C -2.401 5.503 -0.022
C 1.805 5.632 -1.039
C 0.306 2.509 2.106
H 0.787 1.841 2.826
H -2.608 -1.041 -2.578
H -1.216 -2.073 3.572
H 3.738 -3.164 -2.645
H -2.859 4.556 -0.310
H -3.631 5.807 1.714
H -0.536 6.358 -0.406
H -1.424 0.372 2.332
H 2.454 -1.956 -2.710
H 2.163 -3.556 -2.012
H -0.334 -0.678 4.224
H 1.194 6.296 -1.656
H -2.103 6.673 1.787
H 2.265 0.723 -1.720
H 1.412 6.625 0.857
H -2.136 4.925 2.041
H -4.422 -0.731 -1.343
H 0.896 3.428 2.061
H 5.201 -1.189 -0.171
H -2.867 6.315 -0.585
H 2.675 5.334 -1.624
H -0.697 2.750 2.453
H 0.768 -3.160 -0.551
H 2.928 5.716 0.811
H 4.046 -0.162 -1.022
H -1.548 -0.563 -4.460
H 0.520 0.210 -5.602
H 2.014 -0.176 3.183
H 3.831 -3.083 -0.230
H 4.984 -1.367 -1.893
H 2.503 0.796 -4.176
H -5.412 -0.147 0.855
H -3.857 0.388 2.745
H 1.525 3.530 -0.795
H -0.750 -2.882 1.333
H 3.494 -0.363 1.252
H 0.334 -2.286 4.364
H 2.791 7.249 -0.042
```

Total charge: +2
ΔE to the lowest compared entry with this formula, charge and spin: 31.8 kcal/mol
Calculated total energy: -72053.3528 eV
HOMO energy (alpha / beta): -0.45683 / -0.48896 hartree
Spin multiplicity: 2

***

Record 2
Density functional theory data (wB97M-V/def2-TZVPD) for C27H39AgBN4O2 as an isolated structure.

Geometry as XYZ:
```
74
Properties=species:S:1:pos:R:3
Ag 1.932 -0.232 -0.744
O 3.876 -1.428 -0.949
O 4.888 -3.061 -2.152
N -0.426 -0.051 1.499
N -1.215 0.713 -0.460
N 3.222 -1.890 -3.112
N 2.685 -0.586 -3.203
C -1.794 0.202 1.635
C -2.866 -2.190 -2.717
C -1.587 -0.026 -2.750
C -0.342 -2.219 -2.859
C 0.338 -0.571 2.581
C -0.709 -3.938 2.018
C -2.270 0.661 0.459
C 0.475 1.786 3.531
C 0.764 0.297 3.594
C -1.433 1.022 -1.832
C -1.683 2.634 -3.594
C 1.426 -2.407 3.676
C -1.967 4.778 -1.614
C 4.073 -2.147 -1.974
C 1.774 2.594 3.464
C 0.271 -2.882 1.494
C -1.254 3.477 -1.241
C -1.815 1.606 -4.518
C 1.489 -3.535 0.833
C -1.479 2.362 -2.246
C 0.247 3.732 -1.049
C -1.569 -1.480 -2.314
C -0.397 2.238 4.705
C 0.680 -1.930 2.603
C 1.501 -0.221 4.654
C 1.828 -1.566 4.702
C -1.765 0.289 -4.095
B 0.021 0.228 0.141
H 1.841 0.442 5.444
H -2.904 -3.187 -2.269
H 3.381 0.087 -3.507
H -2.932 -2.309 -3.803
H -3.277 0.947 0.194
H 1.920 -0.586 -3.861
H -0.626 3.305 4.626
H -2.318 0.039 2.565
H -1.872 -0.513 -4.821
H 1.555 3.660 3.354
H -3.744 -1.631 -2.383
H -1.656 3.140 -0.285
H -1.721 3.661 -3.937
H 2.165 -2.784 0.418
H -1.489 5.263 -2.471
H 2.377 2.276 2.610
H -1.572 -3.471 2.500
H -1.071 -4.560 1.194
H -1.340 1.686 4.729
H -1.921 5.478 -0.776
H -0.073 1.978 2.612
H 0.114 2.071 5.659
H 0.767 2.823 -0.742
H -0.242 -2.297 0.731
H -1.954 1.837 -5.568
H 3.694 -2.201 -3.946
H 2.417 -1.954 5.526
H 2.057 -4.135 1.551
H 2.371 2.463 4.371
H -0.327 -2.200 -3.955
H 0.411 4.504 -0.289
H 1.711 -3.454 3.701
H -0.355 -3.267 -2.541
H -1.503 -1.498 -1.227
H 0.692 4.076 -1.990
H 1.171 -4.194 0.020
H -3.019 4.609 -1.861
H 0.580 -1.768 -2.487
H -0.225 -4.594 2.747
```

Total charge: -1
Calculated total energy: -43367.4849 eV
HOMO energy: -0.16273 hartree